Entry 1:
A gas-phase ion, C4H9N2 (charge +1) at a distorted geometry. Source: the OMol25 dataset; level of theory: the ωB97M-V functional and the def2-TZVPD basis.

The value obtained for the orbital gap (spin up / spin down) is 7.667 / 7.665 eV. The calculation puts the largest force on an atom at 4.18 eV/Å. As for the LUMO energy (spin up / spin down): -4.99 / -4.99 eV. The HOMO energy (spin up / spin down) comes out at -12.654 / -12.652 eV. The total charge is +1. As for the molar mass: 85.1 g/mol.

Each line ends with the natural charge from an NBO analysis.
Cartesian coordinates (Å):
C -0.4687 -0.4200 -0.9111  -0.082
C -2.0769 0.6113 0.4622  -0.041
C 1.6026 -0.6107 0.5103  -0.444
C 0.5902 1.4510 -0.2205  0.095
N -1.4913 -0.4600 0.1324  -0.560
N 0.7026 0.1616 -0.3323  -0.273
H -0.7966 -0.1147 -1.9002  0.263
H -0.1179 -1.4530 -1.0495  0.221
H -2.8227 0.7395 1.1917  0.186
H 1.1010 -0.8571 1.4553  0.239
H 2.5448 0.0769 0.7496  0.255
H 1.9076 -1.5614 0.0525  0.249
H -0.1660 1.7513 -0.9347  0.240
H 1.2967 2.1114 0.3150  0.249
H -1.8054 -1.4261 0.4793  0.404

Atoms 1-2, force components in eV/Å:
1.281 -3.976 0.076
1.992 2.168 -1.026

***

Entry 2:
A molecular structure, C4H9N2 at a distorted geometry. Source: the OMol25 dataset; level of theory: the ωB97M-V functional and the def2-TZVPD basis.

The value obtained for the orbital gap is 9.988 eV. The calculation puts the largest force on an atom at 3.50 eV/Å. As for the LUMO energy: -4.23 eV. The HOMO energy comes out at -14.217 eV. The total charge is +1. As for the molar mass: 85.1 g/mol.

Each line ends with the natural charge from an NBO analysis.
Cartesian coordinates (Å):
C -0.4855 0.2680 0.6314  0.410
C 0.7310 1.0060 -0.8310  0.431
C -1.3528 -0.8508 0.2999  -0.754
C 1.3746 -0.2586 -1.2217  -0.717
N 1.0002 2.0991 -1.3402  -0.554
N -0.3631 0.7989 1.7883  -0.660
H -2.1158 -1.0411 1.0570  0.252
H -0.7434 -1.7542 0.2155  0.290
H -1.8139 -0.7043 -0.6777  0.281
H 0.6391 -0.9634 -1.6013  0.244
H 1.8682 -0.7179 -0.3670  0.245
H 2.1120 -0.0763 -2.0010  0.270
H 0.5890 2.9961 -1.1226  0.405
H 0.2736 1.5733 1.9515  0.435
H -0.8770 0.4654 2.6075  0.422

Atoms 1-2, force components in eV/Å:
1.666 2.284 -2.068
-0.233 -0.454 0.463

***

Entry 3:
A gas-phase ion, C4H9N2 (charge +1) at a distorted geometry. Source: the OMol25 dataset; level of theory: the ωB97M-V functional and the def2-TZVPD basis.

The value obtained for the orbital gap is 9.303 eV. The calculation puts the largest force on an atom at 3.72 eV/Å. As for the LUMO energy: -5.32 eV. The HOMO energy comes out at -14.620 eV. The total charge is +1. As for the molar mass: 85.1 g/mol. The SMILES is C/N=C/C(C)=[NH2+].

Each line ends with the natural charge from an NBO analysis.
Cartesian coordinates (Å):
C 0.2154 0.6744 -0.1803  -0.039
C -1.1204 0.0371 -0.0815  0.461
C -1.3897 -1.3666 -0.0091  -0.759
C 2.6378 0.2149 -0.0553  -0.472
N 1.1934 -0.1229 -0.0218  -0.254
N -2.0478 0.9475 0.2062  -0.627
H 0.3860 1.7072 -0.1751  0.193
H -0.7108 -1.9104 -0.7853  0.327
H -2.3971 -1.5934 0.2815  0.269
H -0.8686 -1.8684 0.8675  0.328
H 3.2807 -0.5740 0.3221  0.242
H 3.0892 1.1750 0.2485  0.228
H 2.6446 0.4381 -1.1106  0.248
H -2.9742 0.7205 0.4587  0.427
H -1.8354 1.9316 0.1145  0.428

Atoms 1-2, force components in eV/Å:
1.606 -2.717 0.328
-0.554 3.296 1.637

***

Entry 4:
A gas-phase ion, C4H9N2 (charge +1) at a distorted geometry. Source: the OMol25 dataset; level of theory: the ωB97M-V functional and the def2-TZVPD basis.

The value obtained for the orbital gap is 8.700 eV. The calculation puts the largest force on an atom at 5.44 eV/Å. As for the LUMO energy: -3.56 eV. The HOMO energy comes out at -12.260 eV. The total charge is +1. As for the molar mass: 85.1 g/mol. The SMILES is NC=C1C[NH2+]C1.

Each line ends with the natural charge from an NBO analysis.
Cartesian coordinates (Å):
C -1.4998 0.2611 0.0286  0.064
C 1.0272 1.0275 -0.0743  -0.249
C 0.9079 -1.1757 0.1766  -0.224
C -0.0819 -0.0454 0.1024  -0.176
N -2.9104 -0.2064 -0.1071  -0.796
N 2.0015 -0.1753 -0.1948  -0.530
H -3.2359 -1.0396 0.3666  0.411
H -1.5835 1.4328 -0.0466  0.189
H 0.7437 1.5518 -0.9566  0.256
H 1.0284 1.5510 0.9541  0.259
H 0.9569 -1.5452 1.1379  0.239
H 0.7870 -1.9391 -0.6641  0.246
H -3.4579 0.6503 -0.1325  0.407
H 2.6116 -0.2583 -1.1061  0.468
H 2.7052 -0.0895 0.5159  0.436

Atoms 1-2, force components in eV/Å:
1.480 1.603 -0.353
-2.612 -1.589 2.485

***

Entry 5:
A molecular structure, C4H9N2 at a distorted geometry. Source: the OMol25 dataset; level of theory: the ωB97M-V functional and the def2-TZVPD basis.

The value obtained for the orbital gap is 11.135 eV. The calculation puts the largest force on an atom at 4.47 eV/Å. As for the LUMO energy: -3.79 eV. The HOMO energy comes out at -14.928 eV. The total charge is +1. As for the molar mass: 85.1 g/mol.

Each line ends with the natural charge from an NBO analysis.
Cartesian coordinates (Å):
C -0.0781 0.7330 -0.2857  0.589
C 1.5406 -0.4360 -0.4383  -0.036
C -1.2910 1.6253 -0.2378  -0.696
C -0.1251 -0.9605 1.5375  -0.431
N 0.4188 -0.2618 0.4562  -0.337
N 1.0598 0.7273 -1.2180  -0.588
H 2.6360 -0.3842 0.0690  0.253
H 1.3633 -1.3094 -1.1139  0.241
H -1.3736 1.8237 0.8212  0.264
H -2.0593 0.8726 -0.4944  0.280
H -1.2066 2.5816 -0.8330  0.291
H 0.4582 -1.0034 2.4226  0.245
H -1.0738 -0.4179 1.7993  0.235
H -0.3558 -2.0820 1.2646  0.240
H 1.4726 1.6044 -1.5782  0.450

Atoms 1-2, force components in eV/Å:
3.808 1.103 -2.057
3.110 -0.347 -0.308

***

Entry 6:
A gas-phase ion, C4H9N2 (charge +1) at a distorted geometry. Source: the OMol25 dataset; level of theory: the ωB97M-V functional and the def2-TZVPD basis.

The value obtained for the orbital gap is 11.032 eV. The calculation puts the largest force on an atom at 3.77 eV/Å. As for the LUMO energy: -3.35 eV. The HOMO energy comes out at -14.382 eV. The total charge is +1. As for the molar mass: 85.1 g/mol. The SMILES is C=CC/[NH+]=C/N.

Each line ends with the natural charge from an NBO analysis.
Cartesian coordinates (Å):
C -1.0627 -2.2587 -0.2263  -0.278
C -0.9828 -1.1724 0.5209  -0.306
C 1.1214 0.9543 0.3502  0.385
C -1.1232 0.1162 -0.3135  -0.216
N 2.2036 1.7195 0.3316  -0.735
N 0.1748 1.0039 -0.5317  -0.504
H -1.1404 -3.3193 0.0798  0.233
H -1.1836 -2.1495 -1.3595  0.191
H -1.1151 -1.3133 1.5771  0.243
H 0.8840 0.3213 1.1941  0.236
H -1.7612 0.8487 0.1819  0.227
H -1.4984 -0.2002 -1.2221  0.228
H 2.9298 1.5240 0.9766  0.426
H 2.5740 2.3491 -0.4485  0.441
H 0.2353 1.6127 -1.3506  0.429

Atoms 1-2, force components in eV/Å:
-0.483 -1.348 -2.249
-0.233 0.341 -1.395

***

Entry 7:
A gas-phase ion, C4H9N2 (charge +1) at a distorted geometry. Source: the OMol25 dataset; level of theory: the ωB97M-V functional and the def2-TZVPD basis.

The value obtained for the orbital gap is 10.241 eV. The calculation puts the largest force on an atom at 1.11 eV/Å. As for the LUMO energy: -5.05 eV. The HOMO energy comes out at -15.287 eV. The total charge is +1. As for the molar mass: 85.1 g/mol. The SMILES is [H]/N=C(C)/[NH+]=C/C.

Each line ends with the natural charge from an NBO analysis.
Cartesian coordinates (Å):
C 0.4019 -0.1470 -1.0835  0.440
C 0.2565 0.2432 1.2168  0.360
C -0.3887 -0.5019 -2.2823  -0.703
C -0.3865 0.4522 2.5006  -0.715
N -0.3679 0.0429 0.1158  -0.485
N 1.6184 0.0278 -0.8643  -0.610
H 1.3429 0.2421 1.1465  0.274
H 0.2536 -0.6246 -3.1489  0.267
H -1.1173 0.2794 -2.5010  0.255
H -0.9320 -1.4320 -2.1159  0.256
H -1.4659 0.5727 2.4419  0.245
H 0.0673 1.3044 3.0109  0.289
H -0.1547 -0.4031 3.1465  0.294
H -1.3846 0.0223 0.0606  0.439
H 2.2571 -0.0784 -1.6437  0.393

Atoms 1-2, force components in eV/Å:
0.986 -0.007 -0.505
-0.322 0.071 0.780

***

Entry 8:
2 unconnected molecules or ions with the total composition C4H9N2 at a distorted geometry. Source: the OMol25 dataset; level of theory: the ωB97M-V functional and the def2-TZVPD basis.

The value obtained for the orbital gap is 11.113 eV. The calculation puts the largest force on an atom at 4.25 eV/Å. As for the LUMO energy: -3.19 eV. The HOMO energy comes out at -14.298 eV. The total charge is +1. As for the molar mass: 85.1 g/mol.

Each line ends with the natural charge from an NBO analysis.
Cartesian coordinates (Å):
C -2.8493 0.8778 -0.1128  0.184
C 0.3529 -0.7281 -0.9141  -0.105
C 1.0998 0.3596 -0.7613  -0.115
C 1.5172 0.8880 0.5640  -0.700
N -1.8967 0.5240 0.3675  -0.438
N 0.0336 -1.4273 0.2832  -0.719
H -3.6547 1.3393 -0.6671  0.264
H -0.0200 -1.2620 -1.8684  0.252
H 1.3579 0.8972 -1.7106  0.259
H 0.5271 1.3001 0.9939  0.259
H 2.1270 1.7677 0.4731  0.276
H 1.7030 0.1979 1.3819  0.218
H -1.0313 -1.3973 0.6147  0.473
H 0.4824 -0.9033 1.0553  0.448
H 0.2511 -2.4337 0.3008  0.445

Atoms 1-2, force components in eV/Å:
-2.305 1.531 -1.668
-0.134 -0.687 -2.474